Entry 1:
The molecule C4H7NS, computed with wB97M-V/def2-TZVPD.

The value obtained for the total energy is -16586.081 eV. The LUMO energy comes out at 0.49 eV. The calculation puts the largest force on an atom at 2.42 eV Å⁻¹. The SMILES is C=CNC(C)=S. Its relative energy (zero: lowest compared OMol25 entry of this formula, charge and spin) is 19.6 kcal per mole.

Each line ends with the Mulliken charge.
CARTESIAN COORDINATES (ANGSTROEM)
C -2.012 -1.015 -0.008  -1.041
C -0.722 -0.260 -0.016  0.474
C 1.734 -0.753 -0.001  -0.001
C 2.382 0.443 -0.034  -0.759
H -2.634 -0.750 -0.851  0.296
H -1.917 -2.098 -0.019  0.297
H -2.542 -0.654 0.877  0.267
H 0.216 -2.050 -0.022  0.246
H 2.366 -1.625 0.118  0.271
H 3.469 0.400 -0.007  0.229
H 1.946 1.436 0.030  0.245
N 0.384 -1.063 0.018  -0.159
S -0.743 1.394 0.006  -0.366

Entry 2:
A structure of composition C28H32BF14KN4S6, computed with wB97M-V/def2-TZVPD.

The value obtained for the total energy is -155582.684 eV. The LUMO energy comes out at 3.43 eV. The calculation puts the largest force on an atom at 0.22 eV Å⁻¹. Its net charge is -2. Its relative energy (zero: lowest compared OMol25 entry of this formula, charge and spin) is 0.0 kcal per mole.

Each line ends with the Mulliken charge.
CARTESIAN COORDINATES (ANGSTROEM)
K -0.378 1.533 -0.046  0.577
C 2.615 -0.168 -3.371  -0.980
C 1.310 0.027 -4.139  -0.443
S -0.050 -1.118 -3.805  0.311
C 0.570 -2.622 -4.606  -1.423
C 1.343 -3.576 -3.703  0.093
S 0.318 -4.115 -2.312  0.015
C 1.417 -5.370 -1.622  -0.713
C 2.783 -4.878 -1.148  -0.818
S 2.751 -3.717 0.246  -0.021
C 3.229 -2.134 -0.528  -0.868
C 2.069 -1.181 -0.780  1.378
S 2.592 0.337 -1.634  0.008
H 3.367 0.481 -3.828  0.508
H 2.999 -1.186 -3.465  0.219
H 1.505 0.002 -5.216  0.555
H 0.902 1.011 -3.901  -0.034
H 1.193 -2.334 -5.457  0.432
H -0.309 -3.133 -5.003  0.419
H 2.240 -3.088 -3.323  -0.332
H 1.649 -4.460 -4.273  0.554
H 1.549 -6.171 -2.357  0.460
H 0.865 -5.787 -0.779  0.384
H 3.344 -4.426 -1.967  0.248
H 3.358 -5.749 -0.822  0.426
H 3.769 -2.364 -1.449  0.419
H 3.933 -1.661 0.156  0.375
H 1.678 -0.848 0.181  -0.425
H 1.260 -1.659 -1.330  -0.690
C -0.975 -1.966 1.053  -0.419
N -1.792 -0.920 0.455  1.612
C -2.316 -1.406 -0.818  0.059
C -3.070 -0.403 -1.678  -1.287
N -2.241 0.741 -1.972  0.185
C -2.495 1.443 -3.061  -0.338
C -3.619 1.402 -3.947  0.471
F -4.699 0.624 -3.654  -0.376
C -3.731 2.173 -5.085  0.128
F -4.835 2.057 -5.855  -0.349
C -2.756 3.078 -5.453  0.689
F -2.859 3.805 -6.594  -0.358
C -1.653 3.194 -4.617  -0.165
F -0.672 4.059 -4.944  -0.341
C -1.545 2.429 -3.485  0.085
F -0.438 2.606 -2.720  -0.301
C -2.866 -0.527 1.361  -1.118
C -2.397 0.105 2.664  -1.087
N -1.743 1.365 2.392  -0.014
C -1.540 2.203 3.388  -0.155
C -1.706 2.030 4.796  0.562
F -2.071 0.817 5.309  -0.461
C -1.420 3.009 5.731  0.269
F -1.578 2.727 7.045  -0.420
C -0.951 4.251 5.364  0.815
F -0.698 5.214 6.286  -0.386
C -0.786 4.494 4.001  0.009
F -0.369 5.709 3.606  -0.378
C -1.067 3.525 3.077  0.123
F -0.901 3.829 1.773  -0.401
H -1.591 -2.825 1.381  0.298
H -0.421 -1.598 1.916  -0.218
H -0.252 -2.340 0.327  -0.135
H -2.969 -2.286 -0.642  0.230
H -1.457 -1.754 -1.395  -0.832
H -4.018 -0.133 -1.190  0.452
H -3.356 -0.960 -2.582  0.513
H -3.494 -1.412 1.597  0.298
H -3.497 0.204 0.852  0.156
H -1.759 -0.602 3.213  0.422
H -3.297 0.223 3.287  0.487
F 2.503 3.214 2.381  -0.381
B 2.590 2.687 1.086  0.347
F 3.905 2.659 0.644  -0.350
F 1.763 3.381 0.198  -0.349
F 2.075 1.332 1.144  -0.428
S 2.473 -2.019 3.295  -0.432
C 2.114 -0.693 4.228  0.332
N 1.812 0.526 3.816  0.528
C 1.749 1.585 4.812  -0.116
C 1.343 0.894 6.107  -0.522
S 2.107 -0.753 5.995  -0.231
H 1.854 0.764 2.826  -0.176
H 1.033 2.342 4.504  -0.279
H 2.732 2.056 4.904  0.481
H 0.264 0.775 6.179  0.166
H 1.711 1.420 6.985  0.451

Entry 3:
A structure of composition C22H40As4F7KN2O2, computed with wB97M-V/def2-TZVPD.

The value obtained for the total energy is -309241.443 eV. The LUMO energy (alpha / beta) comes out at 2.32 / 1.63 eV. The calculation puts the largest force on an atom at 3.69 eV Å⁻¹. Its expectation value of S² is 0.794. Its spin multiplicity is 2. Its net charge is -1. Its relative energy (zero: lowest compared OMol25 entry of this formula, charge and spin) is 44.9 kcal per mole.

Each line ends with the Mulliken charge.
CARTESIAN COORDINATES (ANGSTROEM)
K -0.612 -1.543 0.705  0.865
C -1.138 2.795 -3.706  -1.677
C -0.780 1.961 -2.505  0.219
N -0.165 2.459 -1.497  0.384
O 0.144 3.829 -1.599  -0.605
C -1.119 0.557 -2.489  0.424
C -1.511 -0.143 -3.764  -1.745
N -1.026 -0.088 -1.371  0.363
O -1.274 -1.354 -1.310  -0.986
H -0.433 3.620 -3.788  0.423
H -2.132 3.221 -3.564  0.259
H -1.129 2.214 -4.622  0.424
H 0.650 3.985 -0.785  0.282
H -2.417 0.276 -4.201  0.354
H -1.692 -1.181 -3.494  0.364
H -0.706 -0.104 -4.499  0.345
C -1.355 3.238 1.522  -1.251
As -1.014 1.308 1.651  0.701
C -2.790 0.972 2.430  -1.250
C -0.101 1.293 3.406  -1.634
C 1.406 1.551 3.476  3.055
C 1.934 0.883 4.750  -2.277
C 2.130 0.945 2.271  -1.870
As 1.962 1.970 0.596  1.004
C 2.504 0.499 -0.562  -1.144
C 3.762 2.877 0.634  -1.448
C 1.689 3.052 3.533  -1.478
As 1.015 4.017 5.123  0.265
C 1.186 5.803 4.288  -1.208
C 2.730 4.121 6.108  -1.182
H -1.565 3.644 2.517  0.503
H -2.222 3.388 0.877  0.498
H -0.506 3.761 1.084  0.136
H -2.990 1.670 3.250  0.419
H -2.864 -0.041 2.820  0.224
H -3.549 1.102 1.654  0.400
H -0.298 0.284 3.786  0.267
H -0.614 1.998 4.079  0.521
H 1.817 -0.198 4.677  0.388
H 1.371 1.233 5.620  0.472
H 2.991 1.108 4.903  0.443
H 1.710 -0.046 2.074  -0.089
H 3.192 0.812 2.509  0.788
H 3.341 -0.052 -0.127  0.460
H 2.796 0.865 -1.546  0.518
H 1.649 -0.161 -0.692  -0.090
H 4.543 2.221 1.020  0.356
H 3.724 3.789 1.237  0.341
H 4.024 3.171 -0.386  0.444
H 1.222 3.521 2.658  -0.035
H 2.770 3.220 3.464  0.827
H 0.369 5.968 3.586  0.309
H 2.129 5.882 3.746  0.354
H 1.148 6.589 5.043  0.400
H 2.975 3.157 6.551  0.326
H 2.662 4.853 6.914  0.413
H 3.540 4.416 5.440  0.316
F 0.186 -2.079 2.756  -0.533
As -1.185 -3.033 3.425  2.155
F -1.586 -1.707 4.501  -0.471
F -2.190 -2.330 2.135  -0.567
F -2.557 -3.910 4.045  -0.499
F -0.792 -4.375 2.359  -0.474
F -0.099 -3.702 4.632  -0.515
F 0.452 -3.889 -4.985  -0.371
C 0.842 -3.745 -3.686  0.427
C 0.005 -4.195 -2.673  -0.440
C 0.398 -4.053 -1.367  -0.268
C 1.648 -3.459 -1.028  1.038
C 2.060 -3.330 0.280  -1.552
C 2.464 -3.015 -2.109  -0.541
C 2.072 -3.163 -3.413  -0.584
H -0.943 -4.646 -2.929  0.414
H -0.253 -4.402 -0.578  0.388
H 3.008 -2.878 0.519  0.226
H 1.474 -3.712 1.098  0.547
H 3.413 -2.553 -1.876  0.306
H 2.696 -2.827 -4.227  0.425

Entry 4:
The molecule C4H6BNO, computed with wB97M-V/def2-TZVPD.

The value obtained for the total energy is -8459.282 eV. The LUMO energy comes out at 0.53 eV. The calculation puts the largest force on an atom at 7.07 eV Å⁻¹. The SMILES is NB1C=CC=CO1. Its relative energy (zero: lowest compared OMol25 entry of this formula, charge and spin) is 23.9 kcal per mole.

Each line ends with the Mulliken charge.
CARTESIAN COORDINATES (ANGSTROEM)
B 0.835 0.199 0.063  0.279
C 0.098 -1.109 0.299  -0.382
C -1.241 -0.877 0.117  -0.334
C -1.835 0.462 0.205  -0.180
C -1.035 1.532 0.145  -0.229
N 2.572 0.129 0.244  -0.639
O 0.304 1.398 -0.034  -0.406
H 0.649 -1.980 0.332  0.453
H -2.055 -1.549 0.129  0.368
H -2.945 0.645 0.236  0.290
H -1.201 2.627 0.232  0.353
H 3.072 -0.581 -0.260  0.218
H 3.085 0.921 -0.143  0.209